Molecular formula: C26H54Cl3N5O4PPrSi
Method: DFT, the ωB97M-V functional and the def2-TZVPD basis

Total charge: 0
HOMO energy (spin up / spin down): -3.6132 / -3.6144 eV
2S+1: 3
Strongest force on any atom: 3.1 eV/A
Energy: -4126.4234 hartree
Gap between HOMO and LUMO (spin up / spin down): 0.1383 / 0.1384 Eh
ΔE to the lowest compared entry with this formula, charge and spin: 25.31 kJ/mol

Each line ends with the Mulliken charge.
Positions of all 95 atoms, in Å:
1 C 2.053 -1.471 -5.704  -1.445
2 C 1.186 -0.384 -5.095  1.255
3 H 2.392 -1.183 -6.720  0.358
4 H 1.510 -2.423 -5.732  0.155
5 H 2.963 -1.567 -5.097  0.310
6 C 0.582 0.584 -5.919  -0.730
7 C 0.271 0.452 -7.359  -1.628
8 H 0.541 1.597 -5.544  0.358
9 H -0.411 -0.380 -7.674  0.207
10 H 1.199 0.370 -7.957  0.365
11 H -0.207 1.393 -7.704  0.375
12 Pr -0.653 -0.755 1.054  0.707
13 Cl 2.070 -0.383 0.682  -0.567
14 Cl -2.606 -2.289 2.030  -0.525
15 C 0.280 2.349 1.265  0.218
16 O -0.702 1.592 1.565  -0.918
17 N 0.168 3.644 0.999  0.466
18 C -1.137 4.308 0.963  -0.985
19 C 1.378 4.464 0.983  -0.924
20 H 1.293 1.919 1.203  0.324
21 H -1.923 3.543 0.989  0.244
22 H -1.222 4.902 0.041  0.332
23 H -1.243 4.975 1.833  0.336
24 H 2.238 3.789 0.861  0.280
25 H 1.499 5.014 1.929  0.316
26 H 1.365 5.174 0.148  0.314
27 H -2.362 -1.855 -3.453  0.131
28 H -2.634 1.072 -4.716  0.310
29 C -3.241 -1.352 -3.010  -0.875
30 C -3.435 0.932 -3.973  -0.912
31 N -3.002 0.086 -2.860  0.424
32 H -3.486 -1.814 -2.048  0.284
33 C -2.637 0.648 -1.689  -0.052
34 O -2.460 0.039 -0.605  -0.731
35 H -3.740 1.914 -3.590  0.311
36 H -2.514 1.748 -1.755  0.343
37 H -4.073 -1.463 -3.716  0.404
38 H -4.276 0.439 -4.479  0.387
39 O 0.446 -0.951 -3.872  -0.360
40 C 1.434 -0.002 -3.586  -0.968
41 C -0.165 1.979 -3.306  0.110
42 C 1.085 1.356 -3.116  0.982
43 H -0.981 1.424 -3.798  0.670
44 C -0.346 3.316 -2.943  -1.096
45 H 2.320 -0.483 -3.129  0.323
46 C 2.147 2.128 -2.606  -0.735
47 H -1.330 3.779 -3.034  0.483
48 C 0.723 4.071 -2.460  -0.765
49 C 1.963 3.465 -2.284  -0.757
50 H 3.132 1.662 -2.545  0.395
51 H 0.580 5.125 -2.190  0.567
52 H 2.804 4.029 -1.902  0.511
53 Si 0.362 -3.853 -1.272  0.514
54 Cl -0.257 -1.609 -1.366  0.121
55 C -1.214 -4.840 -0.945  -0.982
56 C 1.200 -3.969 0.431  -0.661
57 C 1.495 -4.358 -2.656  -0.967
58 H -2.123 -4.300 -1.232  0.255
59 H -1.298 -5.011 0.145  0.266
60 H -1.231 -5.841 -1.414  0.370
61 H 0.972 -4.527 -3.610  0.303
62 H 1.987 -5.301 -2.371  0.423
63 H 2.275 -3.600 -2.835  0.256
64 H 1.423 -2.997 0.895  -0.122
65 H 2.164 -4.505 0.349  0.500
66 H 0.555 -4.540 1.130  0.235
67 C -0.701 -4.001 4.552  -0.646
68 N -0.357 -2.775 5.269  0.326
69 C -0.530 -2.869 6.721  -0.993
70 P 0.507 -1.566 4.526  -0.160
71 O 0.328 -1.704 3.037  0.553
72 N -0.115 -0.123 5.149  0.011
73 C 0.661 1.088 4.829  -0.575
74 C -1.565 0.058 4.932  -0.680
75 N 2.139 -1.491 4.827  0.241
76 C 2.715 -1.323 6.165  -1.023
77 C 3.104 -1.862 3.786  -0.615
78 H -1.393 -4.579 5.194  0.357
79 H 0.196 -4.611 4.341  0.220
80 H -1.235 -3.736 3.621  0.033
81 H -0.654 -1.877 7.177  0.324
82 H -1.436 -3.465 6.923  0.399
83 H 0.326 -3.379 7.204  0.281
84 H 0.423 1.445 3.813  -0.125
85 H 0.413 1.884 5.546  0.356
86 H 1.735 0.868 4.882  0.342
87 H -1.771 0.405 3.901  0.036
88 H -2.092 -0.893 5.093  0.319
89 H -1.945 0.814 5.637  0.348
90 H 2.741 -2.276 6.716  0.263
91 H 3.750 -0.969 6.044  0.382
92 H 2.166 -0.586 6.766  0.361
93 H 3.044 -2.939 3.559  0.211
94 H 2.917 -1.286 2.866  0.029
95 H 4.107 -1.619 4.172  0.332

***

Molecular formula: C26H54F5N8O2P2
Method: DFT, the ωB97M-V functional and the def2-TZVPD basis

Total charge: +1
HOMO energy: -9.3242 eV
Strongest force on any atom: 7.6 eV/A
Energy: -2793.1796 hartree
Gap between HOMO and LUMO: 0.2599 Eh

Each line ends with the Mulliken charge.
Positions of all 97 atoms, in Å:
1 F -1.262 5.668 3.730  -0.233
2 C -0.527 6.744 4.063  0.655
3 F -0.128 7.471 2.973  -0.243
4 F -1.361 7.575 4.746  -0.282
5 C 0.711 6.433 5.002  0.828
6 F 0.283 6.695 6.289  -0.322
7 F 1.678 7.375 4.729  -0.289
8 C 1.220 4.962 4.972  -0.908
9 C 2.764 4.805 4.688  -0.802
10 C 3.065 4.288 3.229  -0.617
11 N 2.634 5.267 2.166  0.448
12 C 3.696 5.847 1.260  -0.504
13 C 2.855 6.934 0.463  -0.747
14 C 1.506 6.129 0.254  -0.672
15 C 1.359 5.054 1.439  1.028
16 C 1.132 3.738 0.671  -0.408
17 C -0.200 3.260 0.533  -0.408
18 C -0.603 2.073 -0.186  -0.756
19 C 0.568 1.381 -0.782  -0.431
20 C 1.843 1.989 -0.559  -0.494
21 N 2.167 3.092 0.117  -0.154
22 H 1.041 4.541 5.992  0.493
23 H 0.674 4.295 4.270  0.346
24 H 3.119 3.974 5.350  0.412
25 H 3.382 5.689 4.958  0.391
26 H 2.654 3.268 3.074  0.339
27 H 4.180 4.218 3.153  0.371
28 H 2.412 6.101 2.740  0.260
29 H 4.383 6.482 1.862  0.377
30 H 4.114 4.989 0.697  0.464
31 H 3.349 7.161 -0.509  0.414
32 H 2.539 7.837 1.046  0.310
33 H 0.587 6.653 -0.082  0.409
34 H 1.740 5.491 -0.641  0.362
35 H 0.400 5.335 1.919  -0.383
36 H -1.009 3.869 0.997  0.317
37 H -1.647 1.739 -0.298  0.461
38 H 0.431 0.466 -1.397  0.560
39 H 2.700 1.464 -1.041  0.393
40 O -2.116 -0.475 2.750  -0.858
41 P -2.704 -1.486 1.763  0.914
42 N -4.289 -1.424 2.403  0.222
43 C -4.879 -2.192 3.476  -1.044
44 C -5.055 -0.222 2.111  -1.168
45 N -1.724 -2.790 2.319  0.343
46 C -2.174 -4.006 2.962  -1.253
47 C -0.419 -2.435 2.872  -1.044
48 N -3.325 -2.562 0.524  0.089
49 C -4.609 -3.229 0.449  -0.872
50 C -2.351 -3.097 -0.411  -1.214
51 H -5.875 -2.542 3.174  0.383
52 H -4.991 -1.601 4.394  0.334
53 H -4.327 -3.086 3.738  0.275
54 H -5.400 -0.231 1.068  0.334
55 H -4.453 0.681 2.260  0.290
56 H -5.939 -0.125 2.743  0.411
57 H -2.361 -3.853 4.032  0.356
58 H -1.413 -4.788 2.874  0.401
59 H -3.065 -4.428 2.497  0.247
60 H -0.497 -2.090 3.911  0.293
61 H 0.054 -1.649 2.283  0.270
62 H 0.264 -3.289 2.848  0.339
63 H -4.701 -4.030 1.187  0.249
64 H -4.756 -3.684 -0.535  0.350
65 H -5.445 -2.541 0.565  0.263
66 H -1.996 -4.084 -0.097  0.263
67 H -1.492 -2.430 -0.489  0.319
68 H -2.765 -3.183 -1.420  0.501
69 O 1.032 -2.329 -3.207  -0.784
70 P 1.536 -3.158 -4.395  0.779
71 N 0.017 -3.172 -5.185  0.348
72 C -1.093 -4.083 -5.029  -1.037
73 C -0.386 -1.929 -5.828  -1.180
74 N 1.879 -4.550 -3.438  0.288
75 C 1.227 -5.839 -3.508  -1.131
76 C 2.264 -4.307 -2.048  -0.910
77 N 2.196 -4.006 -5.767  -0.091
78 C 1.512 -4.625 -6.885  -0.777
79 C 3.598 -4.414 -5.670  -1.021
80 H -1.474 -4.371 -6.017  0.369
81 H -1.920 -3.633 -4.463  0.313
82 H -0.839 -5.013 -4.537  0.288
83 H 0.177 -1.778 -6.758  0.306
84 H -0.202 -1.066 -5.178  0.243
85 H -1.446 -1.917 -6.085  0.448
86 H 0.280 -5.845 -2.955  0.267
87 H 1.864 -6.613 -3.069  0.393
88 H 1.050 -6.170 -4.532  0.257
89 H 1.389 -4.120 -1.411  0.190
90 H 2.934 -3.451 -1.972  0.272
91 H 2.809 -5.160 -1.636  0.349
92 H 0.976 -5.531 -6.590  0.225
93 H 2.221 -4.913 -7.666  0.360
94 H 0.817 -3.946 -7.377  0.236
95 H 3.686 -5.450 -5.330  0.306
96 H 4.139 -3.777 -4.969  0.324
97 H 4.109 -4.318 -6.632  0.388

***

Molecular formula: C26H54F6N6O9P3S3
Method: DFT, the ωB97M-V functional and the def2-TZVPD basis

Total charge: +1
HOMO energy: -9.8751 eV
Strongest force on any atom: 5.6 eV/A
Energy: -4846.1500 hartree
Gap between HOMO and LUMO: 0.1695 Eh

Each line ends with the Mulliken charge.
Positions of all 107 atoms, in Å:
1 C 0.779 -2.484 -1.022  -1.783
2 C -0.383 -1.487 -1.089  -0.333
3 C 0.021 -0.117 -0.510  -0.365
4 O -0.192 0.961 -1.435  -0.011
5 C -1.297 1.808 -1.376  0.197
6 S -2.347 1.168 -2.788  1.725
7 C -3.719 2.245 -3.148  -1.366
8 O -1.474 0.932 -3.901  -0.668
9 O -2.952 -0.084 -2.391  -0.727
10 C -2.076 1.922 -0.066  0.426
11 C -2.911 0.757 0.336  -0.778
12 C -2.771 0.314 1.834  -0.627
13 C -2.821 -1.207 1.949  -0.424
14 F -4.122 -1.652 1.993  -0.351
15 N -1.933 3.076 0.526  -0.210
16 S -2.868 3.547 1.945  1.398
17 O -4.120 2.868 1.861  -0.649
18 O -3.053 4.954 1.992  -0.655
19 C -2.085 3.075 3.593  0.483
20 F -2.913 2.187 4.148  -0.248
21 F -0.895 2.478 3.507  -0.229
22 C -2.066 4.268 4.623  0.644
23 F -3.296 4.623 4.920  -0.206
24 F -1.340 5.292 4.246  -0.172
25 F -1.511 3.743 5.717  -0.242
26 C -0.923 3.915 -0.191  0.770
27 C 0.333 3.841 0.726  -2.585
28 N 0.127 4.512 2.026  -0.152
29 P -1.263 5.871 -0.069  -0.161
30 O -2.636 6.139 -0.893  -0.484
31 O -0.027 6.619 -0.814  -0.498
32 C -0.634 3.290 -1.588  2.104
33 C -1.133 4.244 -2.690  -1.454
34 C -1.083 3.938 -4.200  -1.982
35 N 0.241 3.824 -4.826  0.683
36 C 0.388 2.598 -5.647  -0.297
37 C 1.549 2.675 -6.647  -1.574
38 C 0.518 4.979 -5.658  0.484
39 C 1.708 5.836 -5.350  -1.199
40 O -0.177 5.242 -6.601  -0.538
41 P 1.218 2.959 -1.931  -0.075
42 S 2.242 4.602 -2.208  -0.323
43 H 1.049 -2.741 0.000  0.490
44 H 0.465 -3.371 -1.572  0.489
45 H 1.612 -2.069 -1.590  0.348
46 H -0.556 -1.299 -2.149  0.022
47 H -1.297 -1.882 -0.654  0.532
48 H 1.100 -0.176 -0.362  0.717
49 H -0.402 0.023 0.488  -0.024
50 H -3.679 2.490 -4.207  0.543
51 H -4.632 1.681 -2.983  0.478
52 H -3.739 3.166 -2.570  0.330
53 H -2.570 -0.113 -0.213  0.298
54 H -3.959 0.950 0.098  0.541
55 H -1.817 0.614 2.264  0.164
56 H -3.640 0.666 2.375  0.607
57 H -2.347 -1.470 2.900  0.409
58 H -2.244 -1.714 1.176  0.112
59 H 1.153 4.368 0.232  0.785
60 H 0.648 2.810 0.885  0.569
61 H 0.604 5.405 2.042  0.336
62 H 0.669 3.969 2.693  0.313
63 H -2.636 6.962 -1.401  0.364
64 H 0.692 6.778 -0.191  0.375
65 H -0.550 5.164 -2.598  0.433
66 H -2.165 4.512 -2.468  0.633
67 H -1.534 4.831 -4.649  0.454
68 H -1.709 3.132 -4.564  0.305
69 H -0.523 2.432 -6.229  0.353
70 H 0.603 1.738 -5.018  0.242
71 H 1.852 1.656 -6.882  0.483
72 H 1.271 3.183 -7.566  0.333
73 H 2.427 3.143 -6.200  0.315
74 H 1.613 6.332 -4.387  0.182
75 H 2.625 5.252 -5.408  0.237
76 H 1.773 6.596 -6.125  0.461
77 H 1.799 2.361 -0.811  0.206
78 H 1.319 2.180 -3.081  0.006
79 O 1.604 -4.709 2.372  -0.739
80 P 1.904 -6.023 3.030  0.534
81 N 3.169 -5.604 4.090  0.202
82 C 4.431 -6.270 4.320  -0.804
83 C 2.732 -4.843 5.245  -1.122
84 N 2.439 -6.917 1.628  0.206
85 C 3.814 -6.813 1.159  -1.181
86 C 1.514 -6.752 0.511  -1.161
87 N 1.378 -7.468 3.881  0.050
88 C 2.021 -8.741 3.621  -0.830
89 C -0.084 -7.635 3.914  -0.950
90 H 4.357 -7.089 5.050  0.313
91 H 5.153 -5.548 4.709  0.357
92 H 4.869 -6.657 3.406  0.113
93 H 2.372 -5.495 6.054  0.317
94 H 1.921 -4.163 4.973  0.295
95 H 3.547 -4.227 5.629  0.379
96 H 4.179 -5.778 1.123  0.357
97 H 3.896 -7.238 0.158  0.377
98 H 4.485 -7.409 1.778  0.328
99 H 1.657 -5.801 -0.015  0.364
100 H 0.478 -6.787 0.856  0.324
101 H 1.645 -7.572 -0.198  0.370
102 H 1.748 -9.169 2.652  0.309
103 H 1.708 -9.433 4.407  0.392
104 H 3.105 -8.671 3.676  0.220
105 H -0.492 -7.926 2.937  0.319
106 H -0.563 -6.700 4.214  0.308
107 H -0.368 -8.392 4.646  0.359